Below is one molecule with the formula C2H5N3S3, with properties calculated with ωB97M-V/def2-TZVPD.

Geometry as XYZ:
```
13
Properties=species:S:1:pos:R:3
C -1.149 -1.506 -0.438
C 0.254 0.783 -0.895
H 0.636 -0.095 1.374
H -0.929 -0.149 1.788
H -0.306 -2.611 0.975
H 1.062 0.083 -1.046
H 1.693 3.851 -0.391
N -0.102 -0.718 1.656
N -0.370 -1.658 0.665
N 0.428 2.032 -0.714
S -1.859 -2.767 -1.199
S -1.399 0.159 -1.019
S 2.040 2.598 -0.756
```

Calculated values
**SMILES string**: NNC(=S)S/C=N/S
**Frontier orbital gap**: 8.68 eV
**Charge**: 0
**F_max**: 1.2 eV Å⁻¹
**Total energy**: -39129.1555 eV
**HOMO**: -8.70 eV

***

Below is an isolated ion of composition C2H5N4 and charge +1, with properties calculated with ωB97M-V/def2-TZVPD.

Geometry as XYZ:
```
11
Properties=species:S:1:pos:R:3
C 0.794 -1.283 0.023
C -0.869 0.487 0.040
N 1.882 -0.644 -0.025
N 1.495 1.060 -0.036
N 0.327 1.428 -0.101
N -0.493 -0.890 -0.246
H 0.880 -2.430 0.047
H -1.405 0.544 1.049
H -1.689 0.767 -0.749
H 0.294 2.519 0.016
H -1.215 -1.559 -0.018
```

Calculated values
**SMILES string**: C1=[NH+]CNN=N1
**Frontier orbital gap**: 9.19 eV
**Charge**: +1
**F_max**: 3.8 eV Å⁻¹
**Total energy**: -8104.0883 eV
**HOMO**: -15.19 eV

***

Below is C2H5N4 as an isolated structure, with properties calculated with ωB97M-V/def2-TZVPD.

Geometry as XYZ:
```
11
Properties=species:S:1:pos:R:3
C 1.657 0.867 -0.392
C -0.693 0.389 -0.895
N 2.633 1.424 -0.301
N -1.666 -0.009 -0.089
N 0.474 -0.977 1.060
N 0.553 0.148 -0.400
H -0.929 0.813 -1.826
H -2.619 -0.008 -0.446
H -1.336 -0.256 0.893
H 1.086 -0.486 1.736
H 0.840 -1.903 0.659
```

Calculated values
**Frontier orbital gap (spin up / spin down)**: 8.36 / 6.71 eV
**2S+1**: 3
**Charge**: +1
**F_max**: 5.4 eV Å⁻¹
**Total energy**: -8102.1969 eV
**HOMO (spin up / spin down)**: -13.44 / -15.37 eV

***

Below is an isolated ion of composition C2H5N4O5 and charge +1, with properties calculated with ωB97M-V/def2-TZVPD.

Geometry as XYZ:
```
16
Properties=species:S:1:pos:R:3
C -0.026 0.027 0.205
C 1.357 -0.005 -0.385
N -1.007 0.252 -0.637
N 2.209 1.263 0.262
N 2.202 -1.220 0.094
N -0.174 -0.129 1.495
O 2.116 1.356 1.441
O 2.792 1.874 -0.556
O 2.860 -1.702 -0.772
O 2.121 -1.489 1.255
O 1.372 0.106 -1.719
H -0.797 0.368 -1.623
H -1.971 0.314 -0.340
H 0.624 -0.330 2.097
H -1.088 -0.089 1.928
H 2.179 -0.286 -2.112
```

Calculated values
**SMILES string**: NC(=[NH2+])C(O)([N+](=O)[O-])[N+](=O)[O-]
**Frontier orbital gap**: 10.49 eV
**Charge**: +1
**F_max**: 2.2 eV Å⁻¹
**Total energy**: -18340.2727 eV
**HOMO**: -15.49 eV

***

Below is one molecule with the formula C2H5N5, with properties calculated with ωB97M-V/def2-TZVPD.

Geometry as XYZ:
```
12
Properties=species:S:1:pos:R:3
C 1.068 1.356 0.441
C -0.588 -1.703 0.095
H 0.187 1.997 0.253
H 2.021 1.856 0.154
H 1.180 1.010 1.486
H 1.057 0.423 -1.360
H 0.094 -2.438 0.467
N 1.006 0.138 -0.404
N -0.274 -0.486 -0.328
N -1.915 -1.760 0.165
N -2.378 -0.602 -0.343
N -1.456 0.208 -0.627
```

Calculated values
**SMILES string**: CNn1cnnn1
**Frontier orbital gap**: 11.15 eV
**Charge**: 0
**F_max**: 2.1 eV Å⁻¹
**Total energy**: -9602.9899 eV
**HOMO**: -10.28 eV

***

Below is an isolated ion of composition C2H5N5 and charge +2, with properties calculated with ωB97M-V/def2-TZVPD.

Geometry as XYZ:
```
12
Properties=species:S:1:pos:R:3
C 1.549 0.758 -0.072
C -2.037 -0.946 0.076
N 1.937 -0.138 0.644
N 1.450 -1.293 1.056
N 0.231 -1.508 0.832
N -0.735 -1.215 0.265
N 1.604 1.772 -0.759
H -2.767 -1.314 0.774
H -2.361 -1.144 -0.973
H -2.142 0.195 0.162
H 2.032 2.065 -1.653
H 1.239 2.769 -0.351
```

Calculated values
**SMILES string**: C/N=N/N=[N+]=C=[NH2+]
**Frontier orbital gap (spin up / spin down)**: 8.00 / 8.00 eV
**Charge**: +2
**F_max**: 6.5 eV Å⁻¹
**Total energy**: -9578.5929 eV
**HOMO (spin up / spin down)**: -20.45 / -20.45 eV